(1)
Molecular formula: C18H36Cl2N5O9P2
Method: DFT, the ωB97M-V functional and the def2-TZVPD basis

Structure (XYZ):
```
72
C18H36Cl2N5O9P2 | OMol25 | the ωB97M-V functional and the def2-TZVPD basis
C -0.6635 0.1359 -2.7954
C -0.5953 1.3042 -3.7780
Cl -1.3477 0.9930 -5.3174
C -0.0161 2.4797 -3.5088
Cl 0.0196 3.8107 -4.6306
C 0.6416 2.6366 -2.1768
N 1.8152 2.0144 -2.0052
C 2.1406 2.2967 -0.6981
N 3.2680 1.8346 -0.1423
N 1.1850 3.0666 -0.1621
N 1.1081 3.5579 1.1570
C 0.3069 2.7838 1.7689
O -0.5875 2.2366 2.2144
N 0.2192 3.2878 -1.0828
H -0.7275 -0.7990 -3.3565
H -1.5097 0.2757 -2.1074
H 0.2389 0.0759 -2.1750
H 4.1276 2.0432 -0.6277
H 3.3367 1.2505 0.6758
H -0.6374 3.8209 -0.9898
O -5.9827 2.9352 -1.3692
P -5.8340 1.4916 -1.7481
O -7.2540 0.8616 -1.1860
C -8.4920 1.5596 -1.3241
C -9.2639 1.1007 -2.5462
O -4.8150 1.0075 -0.5490
C -4.0558 1.9628 0.1800
C -4.7727 2.3544 1.4566
O -5.4661 0.0224 -2.4587
C -6.2339 -0.5290 -3.5297
C -6.1635 0.2906 -4.7804
H -8.3483 2.6397 -1.3606
H -9.0754 1.3428 -0.4274
H -8.7143 1.3288 -3.4635
H -10.2326 1.5984 -2.5986
H -9.4319 0.0229 -2.5200
H -3.8327 2.8372 -0.4364
H -3.0979 1.4927 0.4310
H -5.8017 2.6535 1.2635
H -4.2556 3.1765 1.9564
H -4.8141 1.5052 2.1409
H -7.2575 -0.6936 -3.1932
H -5.8201 -1.5164 -3.7420
H -6.4606 1.3283 -4.5930
H -6.8090 -0.1177 -5.5581
H -5.1373 0.3013 -5.1525
O 7.5957 -2.1952 2.4168
P 6.1194 -2.1479 2.6431
O 5.6635 -3.7283 2.6249
C 6.4778 -4.7489 3.2043
C 6.0444 -5.0797 4.6194
O 5.5963 -1.6490 1.1707
C 6.4996 -1.0703 0.2286
C 7.0212 -2.1190 -0.7319
O 4.6809 -1.6090 3.2450
C 4.2456 -1.9768 4.5533
C 5.1741 -1.4776 5.6410
H 7.5344 -4.4808 3.1929
H 6.3637 -5.6340 2.5763
H 6.1723 -4.2174 5.2787
H 6.6358 -5.9034 5.0200
H 4.9916 -5.3660 4.6485
H 7.3136 -0.5522 0.7348
H 5.9374 -0.3143 -0.3290
H 7.4251 -2.9816 -0.2038
H 7.7994 -1.7031 -1.3736
H 6.2116 -2.4880 -1.3649
H 4.0996 -3.0559 4.6090
H 3.2602 -1.5275 4.6888
H 6.2008 -1.8217 5.4797
H 4.8398 -1.8284 6.6176
H 5.1962 -0.3868 5.6558
```

Calculated values
Lowest unoccupied orbital energy in eV: -3.79
HOMO energy in eV: -12.278
Gap between HOMO and LUMO in eV: 8.486
Charge: +1


(2)
Molecular formula: C2H7INOP
Method: DFT, the ωB97M-V functional and the def2-TZVPD basis

Structure (XYZ):
```
13
C2H7INOP | OMol25 | the ωB97M-V functional and the def2-TZVPD basis
C -1.0573 1.2937 0.8439
C 0.1763 1.0227 -0.0598
N 1.4926 -1.5728 -1.0581
O 0.5685 -1.1846 1.4016
P 0.4341 -0.7769 -0.0255
I -1.6579 -1.8666 -0.9870
H -2.0279 0.7204 0.6488
H -0.8062 1.2874 2.0040
H -1.3022 2.3793 0.8705
H 1.0748 1.4815 0.2684
H -0.0265 1.4340 -1.1247
H 1.7864 -2.4999 -0.7281
H 1.3454 -1.7181 -2.0539
```

Calculated values
Lowest unoccupied orbital energy in eV: 0.39
SMILES: CC[P@@](N)(=O)I
Energy relative to the best compared isomer or geometry (same formula, charge and spin) in eV: 0.0000
HOMO energy in eV: -9.378
Gap between HOMO and LUMO in eV: 9.768
Charge: 0


(3)
Molecular formula: C26H43FINO9P
Method: DFT, the ωB97M-V functional and the def2-TZVPD basis

Structure (XYZ):
```
82
C26H43FINO9P | OMol25 | the ωB97M-V functional and the def2-TZVPD basis
C -2.1009 -0.4779 0.4590
C -0.7927 0.0929 0.9167
C -0.7045 1.4171 1.3459
C 0.5035 1.9309 1.8014
C 1.6858 1.1771 1.8423
C 2.9016 1.8602 2.4339
C 2.8686 1.7706 3.9618
C 4.2684 1.4532 1.8985
C 1.5908 -0.1362 1.3911
O 2.7212 -0.9798 1.4081
C 3.3472 -1.1024 0.1562
C 3.4423 -2.5873 -0.3287
C 4.8186 -3.1834 0.0106
C 5.1542 -3.2321 1.5029
C 4.4930 -4.3670 2.2624
O 6.5656 -3.3761 1.5596
C 3.3956 -2.4016 -1.7981
N 2.3408 -2.8513 -2.3794
P 2.2136 -2.5158 -4.0981
O 3.5304 -2.3659 -4.6737
O 1.3540 -1.1883 -4.1555
O 1.3440 -3.6646 -4.7212
C 1.4142 -3.5246 -1.4431
C 1.0370 -4.9225 -1.9428
C 0.1535 -5.7120 -1.0156
O 0.1515 -6.8707 -1.0201
I -1.2076 -4.6895 0.2997
C 2.2190 -3.5023 -0.1409
F 2.7538 -4.8148 -0.0541
C 0.3789 -0.6666 0.9396
H -2.8792 -0.1124 1.1205
H -2.3546 -0.1569 -0.5463
H -2.0987 -1.5575 0.5226
H -1.5976 2.0243 1.3469
H 0.5393 2.9551 2.1411
H 2.7846 2.9159 2.1985
H 2.7795 0.7487 4.3094
H 2.0516 2.3789 4.3336
H 3.7728 2.2370 4.3414
H 4.3212 1.4425 0.8167
H 4.5472 0.4820 2.2987
H 5.0012 2.1472 2.2946
H 2.8839 -0.4484 -0.5815
H 4.3754 -0.7626 0.2519
H 5.5492 -2.4945 -0.4104
H 5.0000 -4.1376 -0.4684
H 4.8728 -2.3008 1.9894
H 3.4132 -4.3687 2.1913
H 4.8549 -5.3279 1.9036
H 4.7498 -4.2872 3.3143
H 6.7676 -4.2646 1.8608
H 4.1603 -1.8557 -2.3326
H 0.8046 -1.0261 -3.3761
H 0.5316 -3.2963 -5.1032
H 0.4650 -2.9992 -1.3457
H 1.8983 -5.5120 -2.2225
H 0.4602 -4.7782 -2.8546
H 1.6508 -3.4260 0.7733
H 0.3110 -1.6963 0.6237
C -5.3738 5.9164 -3.4191
O -5.7624 4.9831 -2.4358
C -5.2001 3.7055 -2.6601
C -5.3158 2.8505 -1.4187
O -4.3142 3.1165 -0.4441
C -4.4952 4.2971 0.3311
C -5.5566 4.1677 1.3998
O -6.8427 4.3592 0.8441
C -7.8666 3.9556 1.7265
H -5.6755 5.5864 -4.4197
H -5.8694 6.8579 -3.1945
H -4.2892 6.0755 -3.4004
H -4.1426 3.8007 -2.9393
H -5.7436 3.2199 -3.4835
H -5.1547 1.8110 -1.7149
H -6.3152 2.9226 -0.9866
H -4.6882 5.1610 -0.3067
H -3.5372 4.4580 0.8308
H -5.3862 4.9325 2.1708
H -5.4887 3.1747 1.8632
H -7.7985 2.8826 1.9408
H -8.8188 4.1560 1.2410
H -7.8223 4.5176 2.6660
```

Calculated values
Lowest unoccupied orbital energy in eV: -4.51
HOMO energy in eV: -10.928
Gap between HOMO and LUMO in eV: 6.419
Charge: +1


(4)
Molecular formula: C9H13O5PV
Method: DFT, the ωB97M-V functional and the def2-TZVPD basis

Structure (XYZ):
```
29
C9H13O5PV | OMol25 | the ωB97M-V functional and the def2-TZVPD basis
V 0.0000 0.0000 0.0000
C -1.1699 -1.3399 0.5751
O -1.8924 -2.1681 0.9301
C 1.3593 -1.3310 0.0108
O 2.1598 -2.1604 0.0279
C 0.4170 0.4425 1.8052
O 0.6550 0.6939 2.9051
C -0.3891 -0.4100 -1.8190
O -0.6392 -0.6745 -2.9131
C 0.8680 2.0445 -0.6739
H 0.3592 2.3171 -1.5918
H 0.7490 2.7290 0.1588
C 1.9056 1.1314 -0.6901
H 2.6140 1.0876 0.1297
H 2.2243 0.6756 -1.6208
C -3.7612 0.0716 1.3079
P -2.9849 1.3200 0.1639
C -4.1851 1.6537 -1.2197
C -2.4553 2.8858 0.9979
O -1.7532 0.7225 -0.5946
H -3.0629 -0.1808 2.1336
H -4.0453 -0.8347 0.7314
H -4.6799 0.5072 1.7466
H -5.1225 2.0822 -0.8113
H -3.7348 2.3559 -1.9501
H -4.4194 0.6955 -1.7352
H -1.7037 2.6567 1.7781
H -2.0267 3.5800 0.2470
H -3.3461 3.3561 1.4677
```

Calculated values
Lowest unoccupied orbital energy (spin up / spin down) in eV: -7.90 / -10.18
Energy relative to the best compared isomer or geometry (same formula, charge and spin) in eV: 0.0000
HOMO energy (spin up / spin down) in eV: -17.626 / -18.782
Gap between HOMO and LUMO (spin up / spin down) in eV: 9.726 / 8.605
Multiplicity: 4
Charge: +2


no.,largest force on an atom (hartree/bohr)
1,0.1536
2,0.0624
3,0.0398
4,0.1626